{
  "formula": "C39H80N4O7",
  "method": "ωB97M-V with the def2-TZVPD basis set",
  "lumo_energy_ev": 0.5,
  "relative_energy_kj_mol": 0.0,
  "gap_ev": 8.30,
  "homo_ev": -7.767,
  "species": ["C", "C", "C", "C", "C", "C", "N", "O", "C", "C", "C", "H", "H", "H", "H", "H", "H", "H", "H", "H", "H", "H", "H", "H", "H", "H", "H", "H", "H", "H", "C", "C", "C", "C", "C", "C", "N", "O", "C", "C", "C", "H", "H", "H", "H", "H", "H", "H", "H", "H", "H", "H", "H", "H", "H", "H", "H", "H", "H", "H", "C", "C", "C", "C", "C", "C", "N", "O", "C", "C", "C", "H", "H", "H", "H", "H", "H", "H", "H", "H", "H", "H", "H", "H", "H", "H", "H", "H", "H", "H", "C", "C", "C", "C", "C", "C", "N", "O", "C", "C", "C", "H", "H", "H", "H", "H", "H", "H", "H", "H", "H", "H", "H", "H", "H", "H", "H", "H", "H", "H", "C", "C", "O", "C", "O", "O", "H", "H", "H", "H"],
  "positions_angstrom": [[-2.126757, 1.586689, -0.594868], [-2.795737, 3.021929, -0.860208], [-2.214547, 3.961209, 0.249612], [-0.805577, 4.184219, -0.096598], [-0.672887, 4.830189, -1.571498], [-1.267507, 3.988909, -2.631948], [-2.615437, 3.459839, -2.249518], [-3.288167, 2.714089, -3.164168], [-1.125037, 4.984139, -3.913978], [-0.249577, 2.860119, -2.912858], [-4.261947, 2.840209, -0.492928], [-2.396317, 1.093439, 0.339022], [-1.042927, 1.628129, -0.703018], [-2.476487, 0.929179, -1.390768], [-2.862457, 4.837739, 0.253042], [-2.297167, 3.563609, 1.261152], [-0.264417, 3.309399, 0.263872], [-0.425337, 4.984379, 0.538422], [0.400783, 4.929459, -1.731138], [-1.044967, 5.854639, -1.583408], [-2.001547, 5.624339, -4.013828], [-0.255517, 5.635539, -4.001878], [-1.227667, 4.238519, -4.702408], [0.600903, 3.316129, -3.419628], [0.175823, 2.375259, -2.034198], [-0.604527, 2.129399, -3.639618], [-4.402657, 2.321239, 0.455202], [-4.865187, 2.153109, -1.086328], [-4.720647, 3.828129, -0.451518], [-4.155177, 3.125699, -3.142178], [4.653073, -3.006861, -0.237218], [4.214913, -2.351651, 1.121682], [3.819513, -0.912871, 0.812632], [3.053093, -0.204331, 1.960512], [1.953513, -1.079491, 2.480312], [2.321253, -2.458031, 2.941302], [3.019213, -3.124941, 1.725152], [3.148553, -4.474551, 1.910052], [3.139713, -2.446651, 4.235812], [0.917953, -3.154501, 3.421042], [5.409303, -2.374911, 2.080762], [5.499693, -2.529631, -0.730758], [3.851713, -3.140551, -0.963888], [4.924353, -4.022151, 0.052112], [4.765903, -0.417641, 0.595392], [3.397943, -0.784291, -0.184288], [2.779833, 0.774479, 1.566352], [3.665933, 0.018799, 2.833852], [1.347973, -1.212041, 1.583732], [1.347633, -0.588811, 3.242042], [2.579923, -2.492811, 5.169952], [3.883223, -3.224111, 4.411482], [3.711813, -1.519791, 4.194292], [1.122863, -4.153231, 3.806592], [0.337643, -2.631381, 4.181102], [0.176973, -3.189731, 2.622422], [6.371193, -2.557021, 1.601492], [5.361723, -3.265701, 2.707132], [5.565013, -1.598241, 2.829522], [3.954803, -4.602401, 2.415232], [1.865523, 0.972999, -0.716478], [3.408763, 1.075499, -1.102418], [3.804403, -0.141581, -1.849568], [3.525423, -0.203641, -3.346708], [4.024713, 1.124099, -4.028188], [3.552613, 2.481749, -3.296588], [3.783353, 2.365289, -1.845468], [3.424333, 3.514929, -1.161258], [4.568883, 3.572189, -3.741448], [2.109583, 3.008409, -3.697288], [4.255763, 1.233149, 0.228972], [1.531803, 1.834039, -0.137398], [1.647203, 0.235749, 0.056122], [1.129283, 0.767639, -1.493568], [4.888083, -0.241981, -1.910138], [3.471753, -1.105441, -1.464318], [2.446193, -0.146391, -3.488388], [3.759333, -1.162491, -3.809318], [3.452963, 1.014909, -4.949748], [5.084673, 1.079739, -4.278408], [5.597943, 3.508869, -3.387718], [4.650023, 3.751999, -4.813448], [4.523623, 4.531269, -3.225478], [1.911303, 4.062639, -3.503928], [1.901903, 2.835839, -4.753308], [1.320723, 2.629029, -3.047768], [5.320813, 1.266779, -0.000478], [4.164383, 0.349339, 0.860352], [4.035323, 2.009949, 0.961142], [4.272483, 3.957319, -1.080508], [-6.519917, -4.810751, 1.911602], [-5.739147, -3.756371, 1.070372], [-6.581067, -2.445501, 0.961942], [-5.877787, -1.167981, 0.469652], [-4.601937, -1.010061, 1.314792], [-3.699887, -2.284571, 1.588822], [-4.463747, -3.510711, 1.770842], [-3.601897, -4.635561, 1.912242], [-2.734597, -2.375841, 0.416112], [-2.968597, -2.030191, 2.853252], [-5.631557, -4.318631, -0.388978], [-6.195287, -5.826991, 1.688062], [-7.609227, -4.838731, 1.884632], [-6.419117, -4.673861, 2.988272], [-7.472917, -2.646821, 0.368502], [-6.929467, -2.155391, 1.953182], [-6.416477, -0.226581, 0.577732], [-5.903127, -1.175321, -0.620028], [-4.635117, -0.362131, 2.190682], [-4.143577, -0.186931, 0.766662], [-2.047457, -1.533411, 0.336992], [-2.128047, -3.198541, 0.794732], [-3.300967, -2.647471, -0.474698], [-2.973187, -0.986721, 3.168272], [-3.581907, -2.385861, 3.681182], [-1.920577, -2.311641, 2.955932], [-6.609467, -4.374511, -0.867168], [-5.166787, -5.288891, -0.213838], [-4.892947, -3.697111, -0.895218], [-3.810647, -5.045061, 2.755052], [-0.889957, -0.408651, 0.472272], [0.369083, 0.269579, 1.092512], [0.413253, -0.143921, 2.412372], [-0.786877, -0.497191, 2.778522], [-1.116597, -0.621451, 3.924312], [-1.605497, -0.651321, 1.635082], [-0.558267, -1.316471, -0.031658], [-1.307217, 0.239899, -0.298038], [0.301523, 1.357329, 1.073812], [1.316223, -0.085411, 0.686292]],
  "forces_ev_per_a": [[-1.40, 2.53, -1.56], [0.19, -2.84, 1.82], [-1.44, -0.23, -1.52], [0.81, 2.91, -0.25], [0.66, -1.19, 3.28], [0.71, -0.39, -1.40], [1.45, 3.81, 2.27], [-0.19, -1.10, -0.89], [-2.48, -2.12, 0.22], [-3.04, 1.42, -0.58], [-0.70, -0.14, -0.19], [-0.54, 1.17, 0.12], [-0.27, 0.67, 0.04], [-0.15, -0.13, -0.19], [0.34, 0.51, -0.13], [-0.28, -0.60, -0.18], [0.56, -0.07, -1.10], [0.22, 0.06, 0.29], [0.06, -0.08, -0.35], [-0.44, -0.10, 0.40], [-0.13, 0.06, 0.25], [0.27, -0.64, 0.42], [0.43, 0.58, -0.77], [-4.34, 1.27, 0.18], [-0.55, 0.14, 0.13], [-0.30, -0.28, 0.18], [0.53, 0.52, 0.52], [0.20, 0.27, -0.88], [-0.37, -0.08, 0.02], [-0.23, -0.08, -0.45], [-0.54, -0.96, 1.28], [-0.99, -0.91, 0.12], [-0.10, -5.85, 1.57], [0.33, -1.07, 1.31], [5.57, -4.19, 0.82], [-0.34, -1.71, 0.16], [-1.68, 2.57, 0.15], [0.65, -0.78, -0.30], [1.07, 0.58, 0.15], [1.06, -0.04, -1.48], [0.82, -1.18, 0.54], [0.00, 0.20, 0.34], [-0.25, 0.28, 0.19], [0.34, -0.16, -0.34], [1.27, -3.86, 0.31], [-0.70, -0.86, 2.25], [-0.93, -0.34, 0.83], [0.70, 0.17, -0.19], [1.44, -2.55, 0.30], [4.64, -2.06, 2.22], [-0.47, 0.40, -0.28], [-0.03, -0.37, -0.64], [0.17, 0.06, 0.60], [-0.08, -0.07, -0.26], [0.88, 0.53, 0.35], [0.23, -0.50, -0.56], [0.02, 0.46, -0.47], [-0.22, -0.30, 0.12], [-0.47, 0.48, -0.40], [0.44, -0.37, 0.53], [2.36, 1.18, -1.57], [-1.26, 3.40, 1.67], [1.83, -1.58, -3.03], [-1.52, 2.38, 0.48], [-1.65, -0.88, 0.18], [1.21, 0.93, -0.77], [0.34, -3.09, -1.12], [-0.64, 0.27, 0.17], [1.00, 0.73, 0.24], [3.92, -1.66, 0.49], [0.06, 3.09, -0.91], [0.46, 0.55, -0.67], [4.42, 2.54, -6.92], [0.37, 0.01, -0.48], [0.48, 0.13, 0.89], [-0.21, 0.47, -0.56], [-0.43, -0.09, 0.04], [0.78, 0.27, 0.00], [0.39, 0.84, -0.52], [0.03, 0.37, 0.36], [0.45, -1.75, -0.19], [-0.41, -0.05, -0.03], [-1.67, 0.46, -0.30], [1.19, 0.49, -0.05], [-0.14, -0.24, 0.04], [4.12, -2.18, -0.50], [0.17, 0.30, -0.44], [0.50, 6.47, -1.03], [-0.25, 1.05, -0.98], [0.00, 0.22, 0.35], [-0.11, -0.06, 0.60], [-0.94, -0.15, -0.69], [-0.31, 0.85, 1.05], [-0.42, -0.93, 0.82], [0.16, 0.46, -1.15], [-0.37, 1.84, -1.45], [-1.61, 0.40, 0.35], [-0.22, 0.27, -1.03], [-0.23, -1.47, 0.19], [-0.89, 0.40, 2.63], [1.22, 0.11, 1.68], [0.16, 0.02, -0.07], [-0.16, 0.39, -1.02], [0.70, 0.28, 0.11], [0.02, -0.25, -0.01], [-0.17, -0.38, 0.35], [-0.76, -0.22, 0.75], [1.54, -0.38, -0.30], [-1.45, -0.81, 0.85], [1.54, -0.64, -0.72], [-2.82, -2.27, -1.31], [0.51, -0.47, -0.95], [0.45, 0.06, -0.20], [-0.28, -0.25, -0.60], [0.18, -0.92, 0.12], [-0.92, -1.05, -0.15], [0.24, -0.06, -0.07], [-0.15, -0.25, -0.71], [-0.44, -0.09, -0.53], [-0.23, 0.27, 0.28], [5.11, 0.45, -0.10], [-2.85, 0.45, 0.46], [-11.64, 7.71, -1.96], [-1.73, 1.12, 0.40], [0.73, 0.30, -0.58], [1.07, 1.88, 2.39], [0.26, -0.29, 0.28], [0.46, -2.03, 1.17], [0.08, -0.14, 0.08], [-4.08, -2.26, 5.29]],
  "lowdin_charge": [-0.052, -0.431, -0.156, -0.158, -0.113, -0.426, -0.119, 0.013, -0.006, -0.087, -0.046, 0.084, 0.050, 0.119, 0.119, 0.128, 0.087, 0.109, 0.117, 0.124, 0.074, 0.083, 0.074, -0.026, 0.062, 0.125, 0.081, 0.080, 0.088, 0.107, -0.019, -0.401, -0.221, -0.098, -0.216, -0.370, -0.095, -0.015, -0.035, 0.004, -0.027, 0.088, 0.085, 0.077, 0.113, 0.065, 0.105, 0.140, 0.124, 0.121, 0.085, 0.074, 0.065, 0.079, 0.073, 0.071, 0.084, 0.063, 0.086, 0.074, 0.007, -0.331, -0.183, -0.155, -0.085, -0.395, -0.128, -0.009, -0.068, -0.046, -0.071, 0.090, -0.034, 0.106, 0.139, 0.094, 0.101, 0.117, 0.101, 0.109, 0.075, 0.084, 0.067, 0.096, 0.116, -0.010, 0.117, -0.081, 0.104, 0.103, -0.045, -0.472, -0.140, -0.176, -0.097, -0.458, -0.104, 0.002, -0.001, -0.056, -0.021, 0.072, 0.077, 0.078, 0.111, 0.116, 0.104, 0.105, 0.117, 0.085, 0.020, 0.100, 0.088, 0.075, 0.112, 0.077, 0.085, 0.073, 0.059, 0.101, -0.171, -0.133, -0.054, -0.490, 0.154, -0.072, 0.156, 0.041, 0.147, 0.023]
}